Entry 1:
DFT (the ωB97M-V functional and the def2-TZVPD basis) results for a 7-piece molecular cluster, C50H63ClI2N3O17S2 overall.

Each line ends with the Löwdin charge.
Positions of all 138 atoms, in Å:
H -3.928 0.017 0.923  0.130
H 11.358 -2.600 -3.691  0.133
C 4.047 6.631 0.196  -0.145
H -8.895 4.116 2.616  0.124
H 5.260 -1.785 0.719  0.062
O 0.740 -1.516 5.545  0.021
H -9.347 6.186 1.503  0.118
O 4.934 -0.249 -1.523  0.074
O 7.143 -0.340 -1.771  0.030
S 5.739 -4.031 1.387  0.877
N 8.340 -4.081 1.982  -0.143
C 6.194 1.792 -1.986  -0.074
H 11.231 -4.336 3.421  0.102
H 3.297 -3.571 -0.653  0.118
C -13.520 2.090 -1.311  -0.150
C 3.671 6.368 -1.262  -0.066
N 9.130 -4.281 4.056  0.075
C -9.917 6.044 2.422  -0.153
H 13.332 -2.178 -5.102  0.118
C -5.358 -4.954 -3.019  -0.069
O 10.892 -0.563 -1.721  0.101
H -4.536 -5.022 -5.069  0.116
O 4.772 4.474 -0.401  -0.020
H -11.971 6.493 3.025  0.133
C -4.754 -4.317 -4.270  -0.152
H -13.641 0.041 -2.066  0.131
C 11.538 -0.713 -2.719  -0.483
H 3.997 7.160 -1.930  0.130
H -9.246 0.138 -1.116  0.067
H -4.668 -0.711 2.367  0.081
H -5.413 -2.424 -5.152  0.126
H 1.982 0.903 4.129  0.084
H 8.675 0.799 -0.973  0.131
O 4.638 4.601 -2.634  0.134
H 3.349 4.749 1.064  0.105
H 13.202 0.562 -5.060  0.126
C 0.219 -2.267 -0.807  -0.059
H -9.525 6.729 3.171  0.115
H -1.465 0.408 4.147  0.118
H -2.564 0.204 2.816  0.111
H 5.008 5.184 1.525  0.125
C 4.275 5.220 0.721  -0.182
H -6.017 -5.789 -3.259  0.134
O -3.148 -1.821 1.508  -0.009
H -7.705 -1.752 -0.756  0.098
H -3.827 -3.804 -4.010  0.113
C 3.487 -2.954 0.223  -0.213
C -0.571 -0.613 2.464  -0.045
C -2.155 -1.532 0.652  -0.411
C -4.300 -0.912 1.365  -0.162
C 7.600 1.817 -2.586  -0.128
C -11.407 6.216 2.133  -0.069
H -14.097 1.280 -3.265  0.124
H -11.804 3.018 -0.344  0.092
H 3.296 7.182 0.758  0.118
O -6.660 -3.743 -1.351  0.112
I 3.880 1.450 1.885  1.107
H -4.606 -5.271 -2.301  0.124
C -0.784 -1.237 1.222  0.066
C -9.848 4.584 2.852  -0.152
O -12.825 4.492 1.150  0.119
C 0.724 -0.322 2.872  -0.101
H 11.759 -0.349 -5.537  0.127
H -6.737 0.133 1.067  0.119
H -14.274 1.878 -0.556  0.119
H 14.098 -1.267 -3.803  0.120
H -0.093 -3.707 -2.512  0.058
O -11.263 1.754 -1.895  0.014
N 1.781 -0.691 2.091  0.004
C 3.134 -0.416 2.538  -0.753
H 3.080 -3.488 1.079  0.026
H 4.979 7.196 0.239  0.122
C 9.717 -4.142 1.891  -0.093
C 7.449 -3.960 0.928  -1.030
H 3.539 -0.779 0.113  0.036
H 8.991 0.137 -2.573  0.095
H 5.856 -0.662 2.877  0.066
H 1.040 0.272 6.367  0.139
C 10.191 -4.272 3.151  -0.113
H -13.735 3.072 -1.734  0.121
H 8.150 2.735 -2.390  0.121
C 4.408 5.079 -1.566  -0.471
C 5.019 -2.764 0.310  -0.477
C 8.063 -4.175 3.341  -0.192
H 7.070 -4.157 3.759  0.095
C 5.977 0.317 -1.746  -0.473
H -5.028 -1.865 -0.449  0.107
C -11.989 1.131 -2.853  -0.494
H 2.485 -1.532 -1.018  0.125
C 1.625 -1.284 0.884  -0.102
C -7.489 -0.687 -0.780  -0.239
C 0.910 -0.337 5.453  -0.236
Cl -3.858 -1.384 4.753  0.733
C -13.442 1.051 -2.429  -0.074
H 5.455 -2.865 -0.678  0.039
C 0.993 0.440 4.148  -0.075
C -11.822 4.819 1.716  -0.484
H 5.440 2.191 -2.658  0.116
H 7.538 1.686 -3.667  0.122
O -11.495 0.700 -3.855  0.114
C -5.401 -1.455 0.487  -0.163
H -11.603 6.928 1.336  0.126
H 5.678 -1.674 4.361  0.061
H 10.320 -4.089 1.003  0.100
I 3.076 -3.103 3.895  1.130
H -6.608 -3.726 -5.268  0.129
C -2.230 -1.539 4.061  -0.783
H -7.250 -0.363 -1.796  0.122
C 8.241 0.590 -1.949  -0.132
C 2.805 -1.572 0.020  -0.128
H 2.602 6.193 -1.386  0.134
C 0.058 -3.128 -1.630  0.204
C -6.342 -0.281 0.135  -0.168
O -10.886 3.924 2.109  0.024
H -5.981 -2.225 0.997  0.130
H -5.747 0.510 -0.331  0.114
O -6.401 -2.883 -3.398  0.025
H -11.963 1.290 -0.004  0.134
C 12.149 -1.996 -3.244  -0.069
S 7.939 -3.759 -0.610  0.755
C -1.751 -0.275 3.349  -0.086
O 11.785 0.301 -3.578  0.027
C -5.820 -3.296 -4.647  -0.146
H -10.051 4.454 3.917  0.127
H 5.161 0.025 4.330  0.073
C 13.144 -1.485 -4.285  -0.150
H 0.299 1.279 4.219  0.131
H 6.145 2.313 -1.029  0.113
O -1.603 -2.528 4.188  0.099
C 0.332 -1.586 0.454  -0.061
O -8.648 0.052 -0.366  -0.081
C -6.196 -3.826 -2.451  -0.478
C 12.486 -0.189 -4.738  -0.147
O -2.323 -1.476 -0.533  0.182
C 3.844 -1.254 3.294  -0.734
C -12.104 2.066 -0.759  -0.146
H 12.626 -2.549 -2.439  0.126
C 5.239 -0.896 3.745  -0.162

The value obtained for the HOMO-LUMO gap is 6.31 eV. The calculation puts the energy at -142536.1340 eV. Its spin multiplicity is 1. Its lowest unoccupied orbital energy is -4.19 eV. The total charge is +1.



Entry 2:
DFT (the ωB97M-V functional and the def2-TZVPD basis) results for C50H64IrN4OP2S2Si2 as an isolated structure.

Each line ends with the Löwdin charge.
Positions of all 126 atoms, in Å:
H -4.198 -4.702 -2.353  0.109
H 3.579 -3.579 -0.525  0.031
H -2.616 2.623 3.905  0.013
H 0.810 -3.568 1.996  0.095
H 1.602 -0.183 5.026  0.106
H 0.704 1.077 -3.279  0.107
H -0.553 -4.286 -3.003  0.025
H 0.201 -4.703 4.124  0.106
H 6.238 2.351 1.548  0.083
H 0.088 5.534 2.945  0.041
C -4.134 -0.342 4.179  -0.067
H 2.848 -1.441 -1.384  -0.034
C -1.206 -3.021 1.533  -0.291
Si -0.392 3.122 2.830  0.297
C -2.736 -3.582 -1.255  -0.090
C -4.670 2.260 -1.689  -0.076
H 5.179 -1.556 -1.479  0.097
H -5.525 0.295 -1.513  0.110
C 3.524 -1.219 5.052  -0.073
S 3.272 0.301 -2.649  1.046
H 4.253 1.225 0.402  0.053
H 1.004 -6.414 -1.037  0.035
H -3.919 -3.743 3.439  0.113
H -1.479 -0.575 -2.187  0.095
H 0.401 1.671 4.705  0.005
C 0.264 4.759 2.189  -0.189
C -2.537 -3.070 1.946  -0.091
H 4.740 2.543 2.468  0.072
C -3.281 -0.939 5.095  -0.075
H 3.499 -1.842 -4.741  0.115
H -4.306 0.672 2.299  0.105
C 2.139 -0.946 4.457  -0.207
H 1.573 5.722 0.111  0.048
H -5.414 2.604 -2.397  0.106
O 1.981 2.242 -0.702  -0.692
C -2.768 1.378 0.141  -0.284
C 0.734 2.607 4.246  -0.172
H 4.000 5.049 -0.058  0.097
C 5.246 2.801 1.536  -0.121
C -4.736 0.963 -1.190  -0.073
C -0.591 -0.440 0.421  -0.551
C 1.576 -1.813 -5.701  -0.069
H 1.762 2.476 3.883  0.017
H -2.009 4.216 4.344  0.035
H 7.422 -2.281 -2.250  0.113
H -3.024 -0.957 -4.074  0.102
C -3.786 0.523 -0.283  -0.105
H 7.056 0.239 -5.696  0.113
N 2.311 -0.096 2.000  0.117
H -1.898 3.322 -0.043  0.091
C 0.503 -3.995 -3.020  -0.156
C 6.850 -1.578 -2.842  -0.058
C 6.644 -0.161 -4.778  -0.062
C -1.921 -1.026 4.821  -0.078
C 1.990 5.394 -0.842  -0.123
C -3.707 -2.855 -3.332  -0.070
H -5.194 -0.268 4.393  0.110
C 2.191 -0.341 -3.922  -0.378
C -3.652 3.111 -1.281  -0.073
P -1.455 0.822 1.259  0.656
C -0.222 -3.599 2.331  -0.100
N 0.768 -2.554 -0.434  -0.281
H 4.964 2.489 -0.614  0.093
H 1.520 -1.846 4.449  0.111
C -2.075 -1.482 -2.225  -0.102
C -2.941 -1.697 -3.286  -0.077
C 5.390 0.242 -4.355  -0.089
C -1.896 -4.291 3.915  -0.079
C -0.567 -4.234 3.517  -0.079
H 4.129 -0.313 5.061  0.082
H -2.166 -4.795 4.835  0.110
C -2.881 -3.705 3.130  -0.074
C 0.322 -1.220 -5.749  -0.061
H 0.752 3.372 5.029  0.036
C 2.521 -1.379 -4.782  -0.072
H -0.253 5.066 1.275  0.026
C 3.226 4.531 -0.633  -0.374
H 4.814 0.953 -4.940  0.121
N 2.915 -0.429 -1.266  -0.439
C 7.373 -1.074 -4.023  -0.064
H 1.032 -4.697 -3.675  0.041
P -0.676 -2.140 0.039  0.660
H -4.386 -3.024 -4.160  0.107
C -1.969 -2.421 -1.198  -0.297
C 0.000 -0.188 -4.877  -0.073
H 5.378 3.885 1.510  0.071
Si 1.232 -3.968 -1.293  0.310
C 5.590 -1.182 -2.407  -0.077
H 3.464 -3.366 -2.290  0.008
C -3.604 -3.797 -2.317  -0.069
S 2.818 3.047 0.292  0.929
H 8.355 -1.385 -4.356  0.112
C 0.937 0.262 -3.960  -0.090
C 0.737 -5.550 -0.418  -0.176
H -3.836 -0.496 0.087  0.102
H 4.051 -1.984 4.483  0.083
C -2.702 2.670 -0.368  -0.072
H 3.657 4.190 -1.576  0.098
C 4.458 2.294 0.334  -0.403
C 3.109 -3.961 -1.440  -0.182
H 2.253 6.277 -1.424  0.084
H 3.477 -4.982 -1.595  0.037
H 3.416 -1.567 6.078  0.082
H -3.314 -2.611 1.343  0.105
C 4.869 -0.288 -3.178  -0.412
C -2.274 0.100 2.711  -0.291
H 1.820 -2.622 -6.378  0.117
C 2.218 -0.472 3.077  -0.176
H 0.562 -2.999 -3.468  0.006
C -2.098 3.500 3.519  -0.164
H 1.224 4.839 -1.386  0.079
H -0.343 -5.596 -0.236  0.022
H -3.601 4.121 -1.671  0.106
H -0.979 0.275 -4.917  0.108
H -2.653 -4.330 -0.474  0.104
H -0.369 -0.585 3.407  0.078
H -3.675 -1.336 6.023  0.110
H 1.239 -5.664 0.549  0.027
C -3.634 0.181 2.991  -0.081
H -1.251 -1.500 5.530  0.109
N -0.403 1.935 1.595  -0.265
C -1.427 -0.512 3.635  -0.104
H 1.339 4.731 1.986  -0.010
Ir 1.228 0.192 -0.044  1.205
H -2.734 3.956 2.753  0.033
H -0.410 -1.567 -6.468  0.115

The value obtained for the HOMO-LUMO gap (alpha / beta) is 7.82 / 7.37 eV. The calculation puts the energy at -119734.3642 eV. The energy above the lowest of the compared OMol25 structures with the same formula, charge and spin comes out at 0.0 kJ/mol. Its spin multiplicity is 5. Its lowest unoccupied orbital energy (alpha / beta) is -1.64 / -2.99 eV. The total charge is +1.



Entry 3:
DFT (the ωB97M-V functional and the def2-TZVPD basis) results for a 12-piece molecular cluster, C50H65FN12O3S overall.

Each line ends with the Löwdin charge.
Positions of all 132 atoms, in Å:
C -6.511 -3.340 10.923  -0.118
O -3.523 -1.601 6.901  -0.290
H -2.731 -2.377 2.051  0.086
C 1.437 -0.270 -5.073  -0.142
C 6.540 1.281 -10.085  -0.135
H -2.070 2.629 5.530  0.144
C 4.675 4.226 -3.470  -0.104
H -9.936 -6.189 10.200  0.096
H 3.467 3.819 -11.139  0.102
H -12.104 -7.579 9.345  0.090
H 0.754 1.155 -2.231  0.096
H -4.429 0.825 7.475  0.142
H 7.118 2.983 -11.330  0.104
H 6.041 -0.387 -7.603  0.118
H -0.402 2.789 3.266  0.092
H 1.248 5.056 2.375  0.104
H 3.146 1.565 -4.336  0.092
N -4.803 1.247 3.535  0.010
C 3.422 4.993 1.860  -0.103
O -1.939 -1.558 5.145  -0.285
H 6.458 -0.772 -9.578  0.108
H -1.637 1.429 10.616  0.067
H 5.135 4.183 0.665  0.093
H 4.790 0.927 -0.281  0.129
H 3.621 2.980 -6.351  0.105
H 3.875 5.720 2.515  0.093
S -2.334 -0.880 6.400  0.746
C -10.974 -6.086 10.473  -0.150
H 7.755 -1.292 -11.657  0.111
N 0.174 -3.824 2.357  0.004
C -5.815 1.999 4.069  -0.142
N -2.847 0.698 6.069  -0.246
C -5.391 -2.915 10.163  -0.110
F -1.190 -1.026 7.574  -0.174
C -0.117 -4.113 1.050  -0.151
C -6.321 1.495 1.938  -0.111
C 6.007 -2.493 -7.379  -0.143
C 3.516 -1.821 -1.282  -0.119
N 5.771 -1.183 -7.051  0.005
C -12.089 -6.770 10.059  -0.114
N 1.915 3.712 0.859  0.013
C 7.479 -0.291 -11.368  -0.122
C 3.908 3.262 -5.350  -0.139
H -7.697 2.713 3.217  0.091
H 4.837 -0.178 -5.418  0.098
C 5.111 -1.127 -5.853  -0.139
H 3.948 2.551 -2.184  0.062
H -7.410 -3.957 7.928  0.147
C -7.451 -3.807 10.039  -0.149
H -4.422 0.354 1.635  0.105
N 4.441 2.711 -12.680  0.012
H -1.845 -3.621 -0.195  0.089
C -0.324 1.134 5.524  -0.149
H 5.274 2.430 -12.182  0.081
C 0.631 2.290 4.908  -0.215
H -6.831 1.427 0.989  0.092
H -0.009 0.986 6.598  0.111
C 4.910 -2.075 -1.350  -0.110
C -0.846 -3.089 2.900  -0.143
N 1.727 0.043 -3.772  -0.013
C -1.802 -2.914 1.931  -0.110
C -3.471 1.391 7.226  -0.190
O -0.082 3.234 4.079  -0.125
C -2.538 1.606 8.464  -0.092
H -0.124 0.219 4.882  0.110
N -11.370 -5.143 11.383  -0.001
C 3.358 -0.534 -0.831  -0.164
N -6.938 -3.686 8.775  0.007
H 4.419 -2.698 -4.501  0.085
C -0.239 0.964 -4.224  -0.100
H -14.234 -6.517 10.651  0.090
H 1.036 3.288 0.613  0.142
C -5.686 -3.139 8.841  -0.132
C 4.081 3.034 -3.135  -0.139
H 3.198 2.673 -0.490  0.059
C -1.960 1.456 9.538  0.099
N 3.622 2.453 -4.284  0.020
H 6.524 -2.751 -8.290  0.102
C 7.716 0.920 -11.967  -0.100
C 2.936 2.952 -14.290  -0.120
H -3.818 2.409 6.843  0.129
C -5.101 0.941 2.234  -0.135
C 0.220 0.284 -5.381  -0.099
H 5.508 -4.357 -6.354  0.094
H 2.469 0.048 -0.640  0.099
H 8.256 1.073 -12.889  0.097
H 1.550 4.177 -13.029  0.088
H 6.604 -0.707 -0.843  0.110
H 2.434 2.879 -15.243  0.088
H 2.120 -0.861 -5.664  0.099
C 5.554 -0.935 -0.938  -0.125
H 1.118 2.891 5.743  0.130
C -12.728 -5.212 11.549  -0.144
C 4.915 -2.412 -5.416  -0.107
H 5.137 4.917 -2.780  0.091
C 3.123 3.412 0.290  -0.154
H -6.617 -3.306 11.997  0.087
H 5.988 1.667 -9.241  0.109
H -4.473 -2.493 10.542  0.089
H -0.283 0.211 -6.333  0.094
H 1.008 -4.108 2.843  0.144
H -8.436 -4.216 10.199  0.083
C -6.773 2.167 3.101  -0.111
H -0.804 -2.757 3.925  0.072
C 4.565 4.371 -4.875  -0.111
C 5.484 -3.279 -6.384  -0.102
H 4.838 1.809 -14.570  0.104
H 0.569 -4.684 0.444  0.102
H -13.237 -4.544 12.226  0.104
N 4.603 -0.004 -0.619  0.015
C 2.087 4.678 1.813  -0.138
H -5.113 -2.957 7.946  0.083
N 6.767 -0.062 -10.220  0.015
H 5.388 -2.990 -1.666  0.094
C 7.121 1.917 -11.153  -0.142
H 1.444 1.825 4.252  0.126
C 0.712 0.800 -3.249  -0.145
C 4.079 4.189 0.893  -0.104
C -13.202 -6.215 10.742  -0.115
H -10.759 -4.499 11.856  0.141
H -2.069 1.399 4.208  0.120
H 4.926 5.195 -5.472  0.090
H -3.968 0.964 4.023  0.092
C -1.339 -3.563 0.757  -0.117
H -5.767 2.347 5.089  0.096
C 4.154 2.398 -13.980  -0.141
C 3.426 3.466 -12.158  -0.144
H 2.560 -0.239 -3.275  0.111
C -1.848 1.530 5.323  -0.194
C 2.475 3.630 -13.134  -0.120
H -1.163 1.512 -4.118  0.093
H 2.719 -2.503 -1.536  0.097

The value obtained for the HOMO-LUMO gap is 7.82 eV. The calculation puts the energy at -90473.0862 eV. Its spin multiplicity is 1. As for the structure (SMILES): C#CCN(CCCO)S(=O)(=O)F.c1cc[nH]c1.c1cc[nH]c1.c1cc[nH]c1.c1cc[nH]c1.c1cc[nH]c1.c1cc[nH]c1.c1cc[nH]c1.c1cc[nH]c1.c1cc[nH]c1.c1cc[nH]c1.c1cc[nH]c1. Its lowest unoccupied orbital energy is -0.20 eV.